1.
ORCA calculation (ωB97M-V/def2-TZVPD) on one molecule with the formula C3H5FO in a non-equilibrium geometry.

Atoms and positions in Å:
C1 0.70762 0.57284 -0.10311
C2 -0.67556 1.25455 -0.20796
C3 0.59078 -0.95132 -0.37734
O1 1.79020 1.06657 0.13804
F1 -1.71481 0.41194 0.15580
H1 -0.70158 1.45522 -1.19047
H2 -0.68869 2.10538 0.37941
H3 -0.00256 -1.39257 0.36195
H4 1.50726 -1.34160 -0.42406
H5 0.16818 -1.11385 -1.36337

Spin multiplicity   1
E_tot   -7956.026 eV
Net charge   0
LUMO level   0.89 eV
Frontier orbital gap   10.83 eV



2.
ORCA calculation (ωB97M-V/def2-TZVPD) on a 2-piece molecular cluster, C3H5FO overall in a non-equilibrium geometry.

Atoms and positions in Å:
C1 0.94184 -0.58431 -0.46138
C2 -2.21901 -0.47288 0.07867
C3 1.56040 0.66601 -0.03117
O1 -1.02824 -0.55730 0.16846
F1 -2.84029 0.71273 -0.05616
H1 1.21139 -1.42400 0.19035
H2 -2.95644 -1.28027 0.06510
H3 2.49935 0.63141 -0.60004
H4 1.81664 0.76792 1.02794
H5 1.01436 1.54070 -0.38177

Spin multiplicity   3
E_tot   -7951.515 eV
Net charge   0
LUMO level (spin up / spin down)   0.99 / -0.01 eV
Frontier orbital gap (spin up / spin down)   7.57 / 11.66 eV



3.
ORCA calculation (ωB97M-V/def2-TZVPD) on one molecule with the formula C3H5FO2 in a non-equilibrium geometry.

Atoms and positions in Å:
C1 0.42569 -0.35179 -1.24482
C2 -0.61231 -0.16631 -0.19003
C3 -0.35686 0.45990 1.12660
H1 0.91866 0.59141 -1.70343
H2 1.27865 -0.96273 -0.98112
H3 -0.05423 -0.89565 -2.11470
H4 -0.84928 -1.16990 0.18139
H5 1.06569 0.55779 2.38957
O1 0.88973 0.15994 1.56149
O2 -1.03754 1.26691 1.66254
F1 -1.66821 0.51044 -0.68748

Spin multiplicity   1
E_tot   -10004.322 eV
Net charge   0
LUMO level   0.69 eV
Frontier orbital gap   11.44 eV



4.
ORCA calculation (ωB97M-V/def2-TZVPD) on one molecule with the formula C3H5FO3 in a non-equilibrium geometry.

Atoms and positions in Å:
C1 -0.55529 -1.17686 -1.21700
C2 -0.49820 -0.55136 0.10994
C3 0.11485 0.94616 0.17033
O1 -0.09054 -2.20597 -1.52539
O2 0.17297 1.40348 1.48668
O3 1.34248 0.94153 -0.52738
F1 0.23792 -1.34195 1.03651
H1 -1.01521 -0.58618 -1.92021
H2 -1.49746 -0.41745 0.46829
H3 -0.59505 1.79260 -0.27500
H4 0.31748 0.59932 2.19388
H5 2.06605 0.59666 -0.00064

Spin multiplicity   1
E_tot   -12050.328 eV
Net charge   0
LUMO level   0.56 eV
Frontier orbital gap   10.99 eV



5.
ORCA calculation (ωB97M-V/def2-TZVPD) on one molecule with the formula C3H5FS in a non-equilibrium geometry.

Atoms and positions in Å:
C1 -1.59258 0.36151 0.51111
C2 -0.50993 0.91211 -0.39466
C3 0.48863 -0.22987 -0.32914
H1 -2.40306 0.95441 0.79652
H2 -1.15487 0.11754 1.48095
H3 -0.06115 1.87012 -0.06335
H4 -0.82804 1.11994 -1.40177
H5 -0.10169 -1.13220 -0.66919
F1 -2.07139 -0.78530 -0.12671
S1 2.05466 -0.13278 0.14208

Spin multiplicity   1
E_tot   -16743.423 eV
Net charge   0
LUMO level   -0.27 eV
Frontier orbital gap   8.54 eV



6.
ORCA calculation (ωB97M-V/def2-TZVPD) on C3H5GdO3 as an isolated structure in a non-equilibrium geometry.

Atoms and positions in Å:
H1 -0.45296 -0.98545 -2.28221
O1 1.16066 0.72015 -0.32781
C1 0.66070 -0.53007 -0.58316
C2 0.55328 1.24616 0.84937
O2 0.56679 -0.85003 -1.87289
O3 -0.49230 -0.71420 0.15839
C3 -0.51050 0.21975 1.23017
H2 0.11716 2.22245 0.59792
H3 1.31901 1.37315 1.62407
H4 -1.52274 0.63588 1.27821
H5 -0.26835 -0.31079 2.16120
Gd1 -1.13074 -3.02700 -2.83326

Spin multiplicity   9
E_tot   -30157.270 eV
Net charge   +1
LUMO level (spin up / spin down)   -5.13 / -4.71 eV
Frontier orbital gap (spin up / spin down)   5.95 / 6.17 eV



Question: Look up the E_tot of the first one.
Answer: -7956.026 eV



Question: Which of these has the lowest E_tot?
Answer: C3H5GdO3



Question: What is the spin multiplicity in the fourth record?
Answer: 1



Repeat the fourth record exactly.
ORCA calculation (ωB97M-V/def2-TZVPD) on one molecule with the formula C3H5FO3 in a non-equilibrium geometry.

Atoms and positions in Å:
C1 -0.55529 -1.17686 -1.21700
C2 -0.49820 -0.55136 0.10994
C3 0.11485 0.94616 0.17033
O1 -0.09054 -2.20597 -1.52539
O2 0.17297 1.40348 1.48668
O3 1.34248 0.94153 -0.52738
F1 0.23792 -1.34195 1.03651
H1 -1.01521 -0.58618 -1.92021
H2 -1.49746 -0.41745 0.46829
H3 -0.59505 1.79260 -0.27500
H4 0.31748 0.59932 2.19388
H5 2.06605 0.59666 -0.00064

Spin multiplicity   1
E_tot   -12050.328 eV
Net charge   0
LUMO level   0.56 eV
Frontier orbital gap   10.99 eV